# C61H80I2O5PSSe3Zr

C61H80I2O5PSSe3Zr as an isolated structure in a non-equilibrium geometry (the ωB97M-V functional and the def2-TZVPD basis, the Open Molecules 2025 dataset).

Each line ends with the Mulliken charge.
Geometry (Å):
Zr  -1.28539  0.02332  0.86599  -1.6209
C  5.71609  -3.77443  0.84692  -1.7214
C  4.95844  -3.13967  2.02076  1.9378
C  5.89889  -2.19653  2.78499  -1.5153
C  4.52067  -4.25482  2.96968  -1.9530
C  3.76493  -2.34530  1.49310  0.3486
C  2.45590  -2.57460  1.88774  -0.4295
C  1.42765  -1.80540  1.37246  1.1524
Se  -0.36902  -2.18202  1.98878  0.3811
C  -0.82622  -3.32002  0.51542  -0.2781
C  -0.55357  -4.66864  0.65367  -0.5459
C  -0.78198  -5.52867  -0.40876  -0.4251
C  -1.31294  -4.94883  -1.55682  -0.2766
C  -1.62205  -3.60131  -1.71921  -0.3902
C  -1.35121  -2.71991  -0.64219  0.4966
O  -1.56701  -1.41904  -0.66893  0.3421
C  -2.23599  -3.21518  -3.07889  2.6033
C  -3.54329  -3.99827  -3.28391  -1.9810
C  -1.24478  -3.56380  -4.19918  -1.9254
C  -2.58254  -1.73569  -3.21248  -1.3251
C  -0.49350  -7.02787  -0.36180  2.2046
C  0.10478  -7.44505  0.98134  -2.0744
C  -1.79644  -7.81257  -0.57413  -1.6558
C  0.50457  -7.39668  -1.46766  -1.6468
C  1.61740  -0.77659  0.43459  -0.1964
O  0.56175  -0.12530  -0.05578  1.2327
C  2.95324  -0.49489  0.07058  0.2548
C  3.96105  -1.30255  0.59268  -0.9914
C  3.34448  0.57921  -0.95712  3.1081
C  4.75658  1.12080  -0.68092  -2.2320
C  2.41030  1.78673  -0.98044  -0.8375
C  3.31856  -0.07717  -2.34587  -1.6828
H  6.55522  -4.37449  1.21225  0.4772
H  5.05300  -4.42327  0.27023  0.3399
H  6.11382  -3.01567  0.17028  0.2816
H  6.74645  -2.75021  3.20051  0.4605
H  6.29059  -1.41280  2.13335  0.2956
H  5.36557  -1.71220  3.60718  0.1951
H  5.39989  -4.79363  3.33106  0.4844
H  3.99147  -3.85894  3.83954  0.2712
H  3.86632  -4.97226  2.46838  0.2726
H  2.20748  -3.34205  2.61031  0.4771
H  -0.16177  -5.02362  1.59860  0.5991
H  -1.51418  -5.60312  -2.39866  0.2100
H  -3.38391  -5.07835  -3.30677  0.3547
H  -4.24259  -3.77811  -2.47415  0.3565
H  -4.00638  -3.70514  -4.23107  0.5070
H  -1.03384  -4.63428  -4.25037  0.3621
H  -1.65264  -3.25435  -5.16621  0.5244
H  -0.29678  -3.04314  -4.04227  0.2613
H  -3.32701  -1.44355  -2.47842  0.0289
H  -1.70839  -1.09764  -3.07116  -0.5793
H  -2.99041  -1.55588  -4.21300  0.7731
H  -0.58390  -7.24815  1.80621  0.3715
H  0.31690  -8.51707  0.96950  0.4446
H  1.04113  -6.91864  1.18221  0.3059
H  -2.53138  -7.54566  0.18831  0.3601
H  -2.23577  -7.59752  -1.55050  0.2873
H  -1.61031  -8.88943  -0.51565  0.4603
H  1.45159  -6.87312  -1.31727  0.3280
H  0.69960  -8.47359  -1.46339  0.4620
H  0.12610  -7.12521  -2.45490  0.2939
H  4.97599  -1.10488  0.26873  0.3493
H  4.89211  1.35272  0.37782  0.2837
H  5.54218  0.42409  -0.98176  0.4766
H  4.90537  2.04034  -1.25247  0.4519
H  2.43207  2.32095  -0.03029  -1.0605
H  2.74683  2.46460  -1.77036  1.0673
H  1.38027  1.50704  -1.17789  -0.7995
H  4.02293  -0.91155  -2.38901  0.3423
H  2.31869  -0.46096  -2.56662  0.0782
H  3.58394  0.64776  -3.12168  0.4842
O  -2.76657  4.59557  4.01331  -0.7248
C  -2.69599  3.29005  4.60415  -0.7734
C  -3.72600  2.29715  4.06818  2.4980
C  -5.11304  2.70446  4.58929  -1.1553
O  -5.52917  4.00342  4.18479  -0.5924
C  -3.41949  0.92151  4.66387  -1.7841
Se  -1.86211  -0.08083  3.99912  -0.3348
C  -3.82124  2.25523  2.54410  -1.3146
Se  -2.17433  2.55272  1.52356  -0.4620
H  -2.50896  4.48058  3.08481  0.2794
H  -2.87815  3.43320  5.67290  0.6235
H  -1.69802  2.87327  4.48183  -0.1658
H  -5.09500  2.63454  5.68571  0.4123
H  -5.86468  2.00083  4.22447  0.4210
H  -4.73990  4.56589  4.18143  0.4602
H  -4.28203  0.26767  4.51297  0.4695
H  -3.24843  1.01877  5.73856  0.4662
H  -4.50116  3.02396  2.18636  0.4989
H  -4.20994  1.28588  2.24047  0.2369
I  -3.91944  0.76636  -1.04597  -0.0399
C  -4.32308  1.70957  -2.91546  -0.1481
C  -5.37573  1.06851  -3.51976  -0.4128
C  -5.98368  1.56228  -4.68843  -1.0557
C  -5.54501  2.72481  -5.22021  -0.8318
C  -4.44942  3.41667  -4.64982  0.9409
C  -4.05077  4.63405  -5.24657  -0.8372
C  -3.00073  5.33382  -4.75523  -1.2577
C  -2.27450  4.80359  -3.68071  -0.3456
C  -2.59458  3.61942  -3.06041  1.3325
P  -1.30827  2.98663  -1.87418  2.3682
C  0.01342  2.62402  -3.10650  -0.4158
C  0.03289  1.29976  -3.54610  0.6265
C  0.87522  0.90264  -4.57743  -0.0858
C  1.73573  1.82239  -5.15899  -0.6306
C  1.75417  3.13414  -4.69958  -0.7534
C  0.89669  3.53379  -3.68467  -0.0896
C  -0.79489  4.57119  -1.11130  0.1008
C  0.52493  4.79815  -0.73655  -0.3881
C  0.86694  5.91027  0.02842  -0.5844
C  -0.11265  6.79888  0.44228  -0.7819
C  -1.43434  6.57585  0.08328  -0.7401
C  -1.77358  5.47075  -0.67931  -0.5898
C  -3.75775  2.90166  -3.49807  -0.0918
H  -5.76904  0.16862  -3.06475  0.4144
H  -6.81389  1.02415  -5.12909  0.4018
H  -6.02058  3.15326  -6.09490  0.3377
H  -4.60811  4.99149  -6.10507  0.3415
H  -2.69552  6.27186  -5.20214  0.4302
H  -1.40500  5.35383  -3.33906  0.3349
H  -0.60883  0.57406  -3.05695  -0.7528
H  0.86424  -0.12616  -4.91519  0.4423
H  2.40218  1.51701  -5.95638  0.3830
H  2.43879  3.85088  -5.13716  0.4179
H  0.92354  4.56073  -3.34083  0.2299
H  1.29165  4.10242  -1.03481  -0.0635
H  1.89951  6.07202  0.30883  0.4238
H  0.14918  7.65552  1.05124  0.3654
H  -2.20878  7.25635  0.41538  0.4470
H  -2.81157  5.29169  -0.92924  0.3979
C  3.88617  3.65172  1.94379  -1.3983
C  3.03924  2.56484  2.60338  0.7277
C  1.61653  3.04876  2.85119  -0.1810
S  0.39636  1.84148  3.40473  0.6207
O  0.43454  0.84276  2.23146  -0.2149
C  1.36239  1.11995  4.76577  -1.6066
C  2.23079  -0.09020  4.39239  1.3682
C  1.83866  -1.33980  5.17552  -1.3562
H  4.92372  3.33254  1.83024  0.4147
H  3.87888  4.56567  2.54443  0.4800
H  3.50624  3.90555  0.95209  0.0739
H  3.50601  2.27764  3.54765  0.3295
H  3.01115  1.66633  1.98103  -0.4253
H  1.17111  3.45038  1.93972  -1.0768
H  1.57944  3.83652  3.61235  0.8763
H  0.58861  0.84372  5.48318  0.5880
H  1.94558  1.94962  5.17039  0.5496
H  3.28417  0.14431  4.56254  0.4725
H  2.12847  -0.29176  3.32563  -0.9722
H  1.93066  -1.17795  6.25272  0.5016
H  2.47733  -2.18317  4.90361  -0.0161
H  0.80084  -1.61265  4.97013  0.2058
I  -3.88768  -1.43537  1.49236  -0.1574

## Properties
HOMO	-4.070	eV
Kohn-Sham gap	6.1	eV
net charge	-1
ΔE to the lowest compared entry with this formula, charge and spin	122.1	kJ/mol